ORCA calculation (ωB97M-V/def2-TZVPD) on C49H67Ge2N2OPdSSbSiTe as an isolated structure in a non-equilibrium geometry.

Last column: Löwdin spin population.
Atoms and positions in Å:
Pd: 0.025 0.141 -0.244  0.117
C: 5.543 0.497 0.076  0.000
C: 4.541 1.596 -0.064  0.002
C: 4.788 2.905 0.301  0.001
C: 3.811 3.873 0.065  0.001
C: 2.625 3.548 -0.560  0.000
C: 2.438 2.216 -0.948  0.003
N: 3.374 1.293 -0.643  0.019
N: 1.423 1.652 -1.667  -0.009
Si: 0.434 2.578 -2.784  -0.001
C: -0.665 3.800 -1.871  0.000
C: -0.565 1.366 -3.806  0.002
C: 1.510 3.604 -3.940  0.000
H: 6.262 0.723 0.860  0.000
H: 6.080 0.384 -0.869  0.000
H: 5.051 -0.450 0.300  0.000
H: 5.726 3.161 0.772  0.000
H: 3.991 4.896 0.371  0.000
H: 1.864 4.287 -0.768  0.000
H: -0.862 3.506 -0.837  0.000
H: -1.622 3.902 -2.389  0.000
H: -0.200 4.788 -1.859  0.000
H: -1.610 1.334 -3.494  0.000
H: -0.158 0.353 -3.746  0.003
H: -0.546 1.662 -4.857  0.000
H: 2.445 3.915 -3.466  0.000
H: 0.966 4.511 -4.214  0.000
H: 1.756 3.083 -4.866  0.000
Te: -0.080 -2.037 -1.707  0.546
C: -0.958 -3.969 -1.576  0.042
C: -1.559 -4.446 -0.416  0.026
C: -2.118 -5.716 -0.408  -0.003
C: -2.078 -6.501 -1.554  0.032
C: -1.475 -6.021 -2.709  -0.003
C: -0.912 -4.753 -2.725  0.029
H: -1.587 -3.840 0.478  0.001
H: -2.581 -6.094 0.494  -0.001
H: -2.520 -7.489 -1.546  0.002
H: -1.441 -6.636 -3.598  -0.001
H: -0.440 -4.378 -3.624  0.001
C: -6.451 2.791 6.871  0.000
C: -5.274 2.323 6.064  0.000
O: -5.336 1.634 5.088  0.000
S: -3.714 2.958 6.723  0.000
C: -2.587 2.340 5.514  -0.001
C: -2.453 0.971 5.299  0.000
C: -1.602 0.509 4.319  -0.001
C: -0.866 1.407 3.532  0.000
C: -0.959 2.779 3.807  -0.001
C: -1.812 3.241 4.787  0.000
C: -0.005 0.930 2.514  0.000
C: 0.872 0.481 1.766  -0.002
H: -7.178 1.985 6.944  0.000
H: -6.919 3.625 6.346  0.000
H: -6.153 3.126 7.863  0.000
H: -3.023 0.276 5.900  0.000
H: -1.474 -0.553 4.156  0.000
H: -0.359 3.467 3.226  0.000
H: -1.900 4.300 4.989  0.000
C: 4.781 -3.060 -0.280  0.010
Ge: 2.879 -3.008 -0.843  0.004
C: 1.865 -3.885 0.621  0.005
C: 2.826 -4.126 -2.480  -0.004
Ge: 2.310 -0.271 -1.431  0.050
C: 3.512 -0.302 -3.019  0.018
C: 4.534 -1.243 -3.043  -0.001
C: 5.531 -1.177 -4.008  0.000
C: 5.504 -0.171 -4.962  -0.001
C: 4.475 0.761 -4.955  0.001
C: 3.482 0.695 -3.987  0.002
C: 2.255 0.218 2.246  0.000
C: 3.029 1.265 2.740  0.001
C: 4.225 1.004 3.390  0.000
C: 4.656 -0.303 3.568  0.001
C: 3.893 -1.347 3.067  0.000
C: 2.709 -1.090 2.388  0.003
H: 4.955 -4.105 -0.010  0.000
H: 4.995 -2.431 0.579  0.000
H: 5.454 -2.793 -1.092  0.001
H: 1.426 -4.803 0.232  -0.001
H: 1.062 -3.260 1.012  0.002
H: 2.556 -4.120 1.431  0.001
H: 2.447 -5.112 -2.205  -0.001
H: 3.837 -4.228 -2.875  0.000
H: 2.189 -3.708 -3.257  0.000
H: 4.563 -2.028 -2.302  -0.001
H: 6.327 -1.911 -4.014  0.000
H: 6.282 -0.115 -5.711  0.000
H: 4.446 1.542 -5.704  0.000
H: 2.689 1.426 -3.987  0.000
H: 2.676 2.284 2.629  0.000
H: 4.809 1.827 3.782  0.000
H: 5.576 -0.508 4.100  0.000
H: 4.210 -2.370 3.225  0.000
H: 2.092 -1.901 2.032  0.000
C: -3.134 -1.384 -3.170  0.029
C: -3.795 -0.256 -2.389  0.001
C: -5.224 -0.642 -2.019  0.001
Sb: -2.603 0.309 -0.632  0.031
C: -3.448 -1.142 0.791  0.001
C: -4.762 -0.707 1.438  0.000
C: -2.442 -1.486 1.878  -0.001
C: -3.436 2.304 -0.242  0.011
C: -2.766 2.891 0.981  0.000
C: -4.955 2.420 -0.153  0.002
H: -3.736 -1.627 -4.051  0.002
H: -3.066 -2.293 -2.565  0.005
H: -2.134 -1.125 -3.517  0.018
H: -3.811 0.657 -2.991  0.000
H: -5.245 -1.573 -1.451  0.000
H: -5.802 -0.806 -2.934  0.000
H: -5.737 0.125 -1.446  0.000
H: -3.619 -2.019 0.158  0.000
H: -4.602 0.146 2.100  0.000
H: -5.155 -1.520 2.057  0.000
H: -5.529 -0.447 0.715  0.000
H: -2.361 -0.655 2.579  0.000
H: -1.441 -1.692 1.495  -0.001
H: -2.786 -2.359 2.444  0.000
H: -3.107 2.841 -1.136  0.000
H: -3.169 2.436 1.887  0.000
H: -2.954 3.968 1.040  0.000
H: -1.686 2.735 0.973  0.000
H: -5.357 1.878 0.700  0.000
H: -5.447 2.065 -1.057  0.000
H: -5.230 3.472 -0.029  0.001

Forces on the atoms, in the same order (eV/Å):
0.26 -0.24 -0.46
-0.11 0.02 0.06
0.12 -0.09 -0.03
-0.03 0.08 0.00
0.02 -0.11 -0.02
0.00 -0.02 -0.08
-0.05 0.01 -0.11
-0.27 -0.25 0.29
0.21 -0.39 0.30
-0.30 0.13 -0.21
0.15 -0.07 0.04
0.04 0.04 0.04
0.01 -0.01 0.10
0.01 -0.01 0.01
0.00 -0.03 -0.01
0.01 0.13 0.03
0.00 -0.01 -0.01
0.00 0.01 -0.01
0.01 0.02 0.02
-0.01 -0.02 -0.10
0.02 0.03 0.00
-0.01 0.02 0.02
0.01 -0.05 0.04
0.00 -0.02 -0.01
0.00 0.02 0.01
0.00 0.02 -0.03
0.00 -0.01 -0.01
0.02 0.00 0.01
-0.20 -0.68 -0.33
-0.05 0.35 0.18
0.00 -0.03 0.01
0.02 -0.01 -0.02
-0.01 0.02 0.01
-0.01 -0.02 0.01
0.04 0.00 -0.02
0.00 0.08 0.05
-0.01 0.01 0.00
0.01 -0.01 0.00
0.00 0.01 -0.01
-0.01 -0.01 -0.01
-0.05 -0.01 0.02
0.16 0.06 0.00
-0.06 -0.03 -0.02
-0.07 -0.01 0.06
0.06 -0.01 -0.09
-0.05 0.05 0.06
0.26 -0.02 0.09
-0.37 0.15 0.15
0.16 -0.10 -0.22
-0.09 0.00 0.09
-0.24 0.00 -0.45
0.76 0.14 0.75
0.01 -0.01 0.00
0.02 0.00 -0.01
-0.02 0.00 0.01
0.00 -0.01 -0.01
0.02 0.12 0.19
-0.04 0.06 -0.01
0.01 0.01 -0.05
-0.20 -0.23 0.07
0.30 0.37 0.21
-0.07 0.27 -0.28
-0.03 0.20 0.13
1.11 -0.05 0.44
-0.68 0.21 -0.09
-0.12 0.07 -0.16
-0.02 0.01 0.03
0.04 -0.02 0.00
-0.05 0.05 -0.02
0.15 -0.10 -0.10
0.05 -0.23 -0.22
-0.02 0.04 -0.04
-0.01 0.03 -0.02
0.04 -0.03 -0.04
0.04 0.00 -0.04
-0.06 0.03 0.01
0.10 0.01 0.07
-0.04 -0.07 0.12
0.11 -0.16 0.26
0.01 -0.02 0.01
-0.04 -0.09 -0.04
0.02 -0.01 -0.02
0.00 0.01 0.01
-0.01 -0.03 0.00
0.03 0.01 0.00
0.01 0.28 -0.39
0.01 0.00 0.00
-0.01 0.00 -0.01
0.00 0.00 -0.01
0.03 0.01 0.00
0.01 0.00 0.00
0.01 0.00 -0.01
0.00 0.00 0.01
0.01 -0.04 -0.04
0.06 0.07 0.03
-0.14 0.07 -0.05
0.20 0.08 0.30
0.02 0.01 -0.14
-0.71 0.29 0.34
-0.09 0.34 -0.15
0.06 -0.14 0.00
-0.02 -0.03 -0.09
-0.32 -0.47 -0.19
0.03 0.10 0.08
0.07 0.13 -0.10
0.02 -0.04 -0.01
-0.03 0.00 -0.02
0.01 0.03 -0.06
0.00 -0.01 -0.03
-0.02 -0.01 0.04
0.00 -0.04 0.00
-0.03 -0.04 0.03
0.00 0.00 -0.03
-0.02 0.04 0.00
0.00 0.01 0.01
-0.05 0.03 -0.03
-0.12 -0.20 -0.38
0.01 -0.02 -0.02
-0.01 0.01 0.03
0.03 -0.04 0.03
0.03 -0.02 0.11
0.00 -0.01 0.04
0.02 -0.01 0.05
-0.02 -0.03 0.03
-0.02 0.04 0.01
-0.02 0.00 0.01

Calculated values
E_HOMO (spin up / spin down): -9.10 / -8.96 eV
Orbital gap (spin up / spin down): 5.58 / 4.72 eV
Strongest force on any atom: 1.20 eV/Å
<S²>: 0.78
Charge: +1
2S+1: 2
Energy relative to the best compared isomer or geometry (same formula, charge and spin): 0.0 kJ/mol
Calculated total energy: -7569.49956 Ha